# 1
A structure of composition C23H24N4O2RuSe. Source: OMol25; level of theory: ωB97M-V with the def2-TZVPD basis set.

Geometry (Å):
H  0.363  -2.391  -0.242
C  4.428  1.293  -2.480
H  -6.167  -4.020  1.853
C  -5.004  -2.240  1.486
H  -5.778  -1.568  1.835
H  0.993  4.023  1.843
H  0.672  5.762  1.764
H  3.394  2.944  -3.367
H  5.723  2.523  -3.687
H  -1.706  5.262  1.004
H  0.112  -4.859  -0.432
H  6.570  1.499  -2.524
H  4.022  -1.583  0.279
C  3.031  -1.225  0.005
C  -3.011  -4.008  0.596
C  3.128  -0.048  -0.932
C  2.119  1.876  -2.025
N  -3.470  -0.345  0.938
H  0.003  2.211  -2.314
H  5.881  0.792  -3.980
H  2.513  -2.061  -0.475
C  -1.933  -4.832  0.190
H  -2.064  -5.907  0.159
C  3.321  2.107  -2.681
H  1.046  3.338  -3.182
H  -3.880  0.210  1.686
C  -2.793  -2.624  0.613
C  2.039  0.797  -1.148
C  -4.265  -4.494  1.037
C  -1.098  4.560  1.576
H  2.500  -0.972  0.925
C  4.312  0.222  -1.602
H  5.169  -0.421  -1.432
H  0.837  3.499  -1.442
C  -5.224  -3.637  1.489
O  0.560  0.962  0.740
H  -4.440  -5.562  1.037
C  -3.823  -1.761  1.018
H  -1.360  4.687  2.628
H  -3.852  0.042  0.073
C  5.721  1.546  -3.207
C  -0.583  -2.870  -0.032
N  -1.571  -2.077  0.310
N  -1.855  2.156  0.907
Se  -1.097  -2.198  5.149
N  -1.220  -0.823  2.575
C  -1.163  -1.374  3.614
C  -1.516  3.210  1.200
C  0.400  4.792  1.352
C  0.771  0.541  -0.416
Ru  -1.424  -0.104  0.776
O  -0.161  -0.159  -0.964
H  0.636  4.795  0.292
C  0.934  2.778  -2.254
C  -0.738  -4.263  -0.132

Its expectation value of S² is 0.76. The calculation puts the HOMO energy (spin up / spin down) at -10.46 / -10.39 eV. The spin multiplicity is 2. The value obtained for the lowest unoccupied orbital energy (spin up / spin down) is -3.6 / -4.5 eV. The calculated total energy is -3756.4901 hartree. The energy relative to the best compared isomer or geometry (same formula, charge and spin) comes out at 38.3 kcal/mol. As for the net charge: +1.

=====

# 2
A structure of composition C23H24N5O2V. Source: OMol25; level of theory: ωB97M-V with the def2-TZVPD basis set.

Geometry (Å):
C  2.207  3.357  -2.060
H  -2.000  0.504  2.699
H  -0.353  -0.916  3.163
C  -2.429  1.088  -1.432
C  -2.482  -3.442  -0.388
C  -1.674  -3.051  1.861
H  -5.119  2.837  -0.421
V  -0.097  -0.065  -0.608
C  -1.567  1.375  2.195
C  -0.934  -1.991  1.386
C  -0.061  1.301  2.131
H  3.403  -3.496  -2.087
C  3.167  -2.765  -1.324
O  0.325  0.217  -2.330
C  1.049  1.338  -2.108
H  1.268  -2.261  -2.189
H  -3.073  -4.001  -1.102
H  5.000  -3.010  -0.219
H  2.418  1.815  -3.649
N  0.476  0.070  1.448
C  4.052  -2.488  -0.284
N  1.145  1.544  -0.839
H  0.343  1.289  3.148
H  -3.873  2.667  1.720
C  1.972  -2.083  -1.385
C  -4.171  2.313  -0.378
N  -0.990  -1.656  0.078
N  1.648  -1.160  -0.450
H  4.369  -1.322  1.506
H  -1.752  -2.034  -1.844
O  2.077  3.328  0.415
H  -4.150  1.760  -2.479
C  -3.639  1.717  -1.525
H  -1.638  -3.318  2.911
C  2.493  -0.898  0.570
H  2.304  1.135  1.263
H  3.289  3.484  -2.132
C  -2.262  1.554  0.880
C  3.706  -1.544  0.679
C  1.885  2.896  -0.653
H  -3.032  -4.630  1.323
H  -1.822  2.222  2.835
N  -1.727  1.007  -0.246
C  -1.749  -2.359  -0.805
C  1.650  2.306  -3.040
C  -3.472  2.223  0.817
H  2.286  -0.060  2.550
H  0.904  2.693  -3.741
H  1.764  4.346  -2.196
H  0.366  2.168  1.628
C  -2.452  -3.786  0.967
C  1.973  0.129  1.520
H  0.923  -1.806  2.359
H  -1.986  0.646  -2.317
C  0.039  -1.190  2.182

The calculation puts the HOMO energy at -22.36 eV. The value obtained for the lowest unoccupied orbital energy is -16.6 eV. The calculated total energy is -2257.5524 hartree. The energy relative to the best compared isomer or geometry (same formula, charge and spin) comes out at 0.1 kcal/mol. As for the net charge: +4.

=====

# 3
A structure of composition C23H24N6OPbSeSi. Source: OMol25; level of theory: ωB97M-V with the def2-TZVPD basis set.

Geometry (Å):
H  -2.061  3.704  -3.539
N  -2.911  -6.207  -0.870
Pb  0.036  -1.759  -1.644
C  -0.888  -4.983  -1.148
Se  -0.122  -1.411  3.929
H  -2.095  3.479  4.004
C  -2.879  -3.909  -1.348
C  -1.075  1.421  1.480
C  2.588  -4.478  -1.285
C  -3.226  1.852  3.219
N  1.206  -6.125  -0.851
H  -3.383  -2.943  -1.517
C  -1.068  2.471  2.417
H  -4.673  -5.122  -1.066
C  -1.737  3.307  -2.559
N  0.352  -1.555  1.009
H  -4.110  2.051  3.832
N  1.345  -3.993  -1.431
H  -2.521  3.623  -1.833
H  1.500  3.305  1.888
O  -0.119  0.498  -1.186
H  -2.209  -0.299  0.802
H  1.751  3.401  -2.475
C  1.888  1.384  0.881
C  -0.374  3.771  -2.210
H  0.837  4.873  -0.803
C  -3.234  0.753  2.378
C  0.798  3.251  -2.997
N  2.486  -5.766  -0.913
H  0.823  3.769  -3.968
C  -3.578  -5.076  -1.093
C  -1.589  -6.179  -0.969
H  -0.859  4.532  -0.227
C  2.242  2.523  1.644
C  4.222  0.725  0.954
H  -1.058  -7.133  -0.847
H  3.523  -3.979  -1.442
H  -1.786  2.197  -2.631
Si  0.205  1.281  0.141
C  3.558  2.745  2.029
H  -0.246  3.183  2.438
C  -0.205  4.754  -1.092
H  3.766  3.653  2.618
H  5.595  2.139  1.810
H  2.676  -0.461  0.079
N  -1.553  -3.851  -1.338
H  -0.527  5.735  -1.434
C  0.527  -5.026  -1.144
C  0.221  -1.543  2.186
C  2.916  0.485  0.577
C  -2.174  0.542  1.489
C  4.561  1.910  1.609
H  4.953  -0.034  0.699
H  0.664  2.203  -3.238
C  -2.132  2.674  3.284
H  3.208  -6.432  -0.635
H  -4.054  0.069  2.340

The calculation puts the HOMO energy at -11.88 eV. The value obtained for the lowest unoccupied orbital energy is -8.4 eV. The calculated total energy is -4177.8240 hartree. The energy relative to the best compared isomer or geometry (same formula, charge and spin) comes out at 0.0 kcal/mol. As for the net charge: +2.

=====

# 4
A structure of composition C23H24N6STi. Source: OMol25; level of theory: ωB97M-V with the def2-TZVPD basis set.

Geometry (Å):
H  3.490  -1.765  3.402
H  -1.711  5.918  0.223
C  -3.705  1.600  2.421
C  0.759  3.059  -0.473
N  1.139  4.331  -0.555
C  -3.289  -0.389  0.555
C  -2.460  1.305  1.921
Ti  -0.504  0.700  -0.182
S  1.796  1.767  -0.918
H  0.710  6.400  -0.395
C  -0.223  -0.286  -4.278
C  -1.922  -1.911  -1.161
H  0.359  -2.241  -2.506
H  0.299  -1.106  -4.754
H  0.570  -3.052  -0.116
C  -4.579  -0.099  0.973
C  -3.029  -1.716  -0.135
H  -2.899  -2.423  0.691
C  -0.830  0.714  -5.028
C  0.036  -2.199  0.307
C  0.281  -1.279  -1.995
C  0.285  5.416  -0.289
C  -0.299  -0.217  -2.907
H  -2.036  2.529  -2.454
C  -1.508  1.735  -4.386
C  -1.006  5.118  0.043
C  2.689  -1.298  2.842
N  -0.494  2.743  -0.058
C  1.963  -2.034  1.923
H  -1.575  1.813  2.284
H  -1.828  -2.980  -1.370
H  1.285  -0.993  -1.678
N  -0.947  0.785  -2.283
H  2.084  4.498  -0.867
H  -2.199  -1.434  -2.097
H  -5.797  1.137  2.226
H  1.154  1.659  2.345
H  2.939  0.651  3.742
C  -1.410  3.803  0.148
C  0.943  -1.410  1.230
H  -5.400  -0.703  0.609
N  -0.582  -1.383  -0.776
H  -0.770  -2.600  0.921
H  -0.782  0.684  -6.109
H  -3.954  -2.034  -0.617
N  -2.257  0.384  0.955
C  1.392  0.606  2.280
H  -3.817  2.342  3.199
H  2.174  -3.081  1.749
H  -2.420  3.523  0.399
C  -1.542  1.741  -3.006
C  2.391  0.043  3.037
C  -4.791  0.913  1.892
H  -2.002  2.521  -4.938
N  0.670  -0.107  1.398

Its expectation value of S² is 2.03. The calculation puts the HOMO energy (spin up / spin down) at -11.81 / -14.12 eV. The spin multiplicity is 3. The value obtained for the lowest unoccupied orbital energy (spin up / spin down) is -6.3 / -6.1 eV. The calculated total energy is -2466.6571 hartree. The energy relative to the best compared isomer or geometry (same formula, charge and spin) comes out at 0.0 kcal/mol. As for the net charge: +2.